No. 1
Here is a 5-piece molecular cluster, C3H16NO3S overall from the Open Molecules 2025 dataset. Energies are from the ωB97M-V functional and the def2-TZVPD basis.

Each line ends with the Mulliken charge.
CARTESIAN COORDINATES (ANGSTROEM)
C1 0.410645 2.431204 -2.063948  -1.499
C2 0.391378 1.427834 -0.887471  0.233
C3 0.303372 2.168546 0.449162  -0.567
S1 -0.508177 1.163845 1.754848  -0.196
N1 -0.746057 0.488056 -0.971257  -0.044
H1 1.252754 3.128207 -1.952471  0.378
H2 -0.525899 3.043837 -2.084636  0.421
H3 0.508146 1.927607 -3.070845  0.374
H4 1.285972 0.822567 -0.865372  0.251
H5 1.298314 2.451200 0.773645  0.315
H6 -0.309619 3.149482 0.412631  0.394
H7 1.175878 -0.492812 1.138463  0.149
H8 -1.049307 0.401731 0.029983  0.295
H9 -1.590504 0.894400 -1.554138  0.404
H10 -0.485668 -0.437413 -1.219990  0.268
H11 -0.217128 -2.897805 1.882105  0.411
H12 -0.342972 -4.350908 1.315293  0.323
O1 -0.260012 -3.424563 1.052325  -0.677
H13 -0.155675 -2.699610 -0.433190  0.380
H14 -0.029859 -2.845989 -1.996315  0.315
O2 -0.104707 -2.174609 -1.309505  -0.701
H15 -0.211003 -1.570211 3.959999  0.292
H16 0.033804 -0.851890 2.595388  0.111
O3 -0.123665 -1.752713 3.045286  -0.630

Cartesian forces (eV/Å) of the 2 atoms listed first:
-0.306 -0.325 -0.717
-0.290 1.230 -0.582

Summary:
Orbital gap, eV: 7.31
Highest occupied orbital energy, eV: -14.16
Net charge: +1
LUMO energy, eV: -6.85

---

No. 2
Here is a 5-piece molecular cluster, C3H16NO3S overall from the Open Molecules 2025 dataset. Energies are from the ωB97M-V functional and the def2-TZVPD basis.

Each line ends with the Mulliken charge.
CARTESIAN COORDINATES (ANGSTROEM)
C1 2.419182 2.504460 1.037958  -1.424
C2 1.894561 1.185219 0.510692  0.285
C3 0.721402 1.578844 -0.707993  -0.479
S1 0.183849 0.168117 -1.461340  -0.021
N1 1.271693 0.463366 1.496552  -0.188
H1 3.220810 2.319304 1.731791  0.398
H2 2.656539 3.187331 0.230571  0.414
H3 1.654324 2.974977 1.664224  0.440
H4 2.652063 0.660810 -0.058860  0.284
H5 1.270393 2.171612 -1.423567  0.441
H6 -0.026489 2.081534 -0.115466  0.423
H7 1.389367 -3.096323 -1.876218  -0.188
H8 1.050152 -3.758290 -1.999230  0.190
H9 1.020859 -0.527272 1.371024  0.217
H10 1.630197 0.573313 2.432358  0.308
H11 -2.745767 -1.501596 0.337108  0.413
H12 -3.340253 -2.883326 0.642064  0.332
O1 -2.655979 -2.260804 0.923777  -0.688
H13 -0.921524 -2.338114 0.723576  0.455
H14 0.293499 -1.582665 0.062181  0.130
O2 0.004323 -2.069939 0.822606  -0.674
H15 -2.098161 0.242332 -1.145781  0.265
H16 -3.510551 -0.028066 -1.795317  0.324
O3 -2.962014 -0.144258 -0.995414  -0.654

Cartesian forces (eV/Å) of the 2 atoms listed first:
-1.348 0.301 0.001
1.225 -0.223 2.145

Summary:
Orbital gap, eV: 5.82
Highest occupied orbital energy, eV: -14.47
Net charge: +1
LUMO energy, eV: -8.65

---

No. 3
Here is a 5-piece molecular cluster, C3H16NO6S2 overall from the Open Molecules 2025 dataset. Energies are from the ωB97M-V functional and the def2-TZVPD basis.

Each line ends with the Mulliken charge.
CARTESIAN COORDINATES (ANGSTROEM)
N1 0.577906 0.087503 -0.175164  -0.022
C1 -0.683904 -0.685265 -0.412407  0.266
C2 -0.790969 -0.924696 -1.926691  0.144
O1 -1.656890 -0.013380 -2.441713  -0.444
O2 -0.293958 -1.790317 -2.571651  -0.481
C3 -1.859382 0.040630 0.210529  -1.155
S1 -1.943472 -0.224007 2.022075  -0.025
S2 -1.546315 1.669396 2.781466  -0.131
H1 1.246252 -0.305929 -0.848330  0.405
H2 0.983938 -0.174720 0.759596  0.177
H3 0.437891 1.067891 -0.381884  0.440
H4 -0.625356 -1.654793 0.063752  0.409
H5 -1.495909 0.080433 -3.390987  0.363
H6 -1.874828 1.092600 -0.076979  0.529
H7 -2.833000 -0.260298 -0.175493  0.433
H8 -0.773508 2.196261 1.813100  0.130
H9 3.276617 -2.024929 -1.004481  0.269
H10 3.274028 -1.400378 0.375691  0.251
O3 2.886552 -1.305903 -0.495077  -0.544
H11 1.894183 1.097553 -3.923713  0.296
H12 2.611755 -0.284377 -3.601891  0.301
O4 2.346053 0.572351 -3.260455  -0.587
H13 2.960399 1.606508 -1.281628  0.286
H14 3.116913 2.078088 0.292425  0.269
O5 2.586949 1.691528 -0.402237  -0.556
H15 1.202093 -0.492269 2.967471  0.322
H16 0.718060 -1.738262 2.359833  0.320
O6 1.346933 -1.026456 2.176603  -0.666

Cartesian forces (eV/Å) of the 2 atoms listed first:
-0.708 -1.744 -0.748
-0.355 -0.050 0.075

Summary:
Orbital gap, eV: 9.05
Highest occupied orbital energy, eV: -11.86
Net charge: +1
LUMO energy, eV: -2.81

---

No. 4
Here is a 5-piece molecular cluster, C3H16O4S overall from the Open Molecules 2025 dataset. Energies are from the ωB97M-V functional and the def2-TZVPD basis.

Each line ends with the Mulliken charge.
CARTESIAN COORDINATES (ANGSTROEM)
C1 2.859229 -0.881545 1.143880  -1.208
C2 1.643133 -0.685508 2.077708  -0.167
C3 0.346051 -1.013296 1.324819  -0.339
S1 -0.882998 -1.870420 2.369854  -0.265
H1 3.710006 -0.454019 1.680960  0.349
H2 2.829451 -0.327695 0.204167  0.318
H3 2.982526 -1.941496 0.928595  0.335
H4 1.758571 -1.394002 2.894654  0.238
H5 1.649029 0.329735 2.467984  0.329
H6 0.447275 -1.530814 0.384365  0.309
H7 -0.185160 -0.085212 1.078651  0.036
H8 -0.532075 -3.142253 2.368667  0.100
O1 -1.194803 -1.440830 -2.182662  -0.626
H9 -1.843455 -2.155982 -2.072361  0.312
H10 -0.487778 -2.038270 -2.496597  0.308
O2 -1.502259 3.038145 -1.530151  -0.677
H11 -2.367792 2.993443 -1.083686  0.282
H12 -1.485687 2.288092 -2.139898  0.415
O3 -0.356320 2.587712 1.114758  -0.626
H13 -1.317612 2.711447 1.099525  0.274
H14 -0.120175 2.936348 0.217046  0.346
O4 -2.104596 1.059283 -3.380923  -0.691
H15 -2.604483 0.339971 -3.042861  0.317
H16 -1.240085 0.677172 -3.426504  0.335

Cartesian forces (eV/Å) of the 2 atoms listed first:
-0.011 0.649 0.724
0.407 -0.645 -1.382

Summary:
Orbital gap, eV: 8.89
Highest occupied orbital energy, eV: -8.80
LUMO energy, eV: 0.10
Structure (SMILES): CCCS.O.O.O.O

---

No. 5
Here is a 5-piece molecular cluster, C3H16O5 overall from the Open Molecules 2025 dataset. Energies are from the ωB97M-V functional and the def2-TZVPD basis.

Each line ends with the Mulliken charge.
CARTESIAN COORDINATES (ANGSTROEM)
C1 -1.280014 -0.506861 -2.326248  -1.115
C2 -1.958878 -0.328567 -0.966603  0.282
C3 -1.746862 1.165274 -0.588850  -1.115
O1 -1.108135 -1.023487 -0.051753  -0.511
H1 -1.352975 -1.551712 -2.668159  0.306
H2 -0.238965 -0.252346 -2.140337  0.249
H3 -1.680767 0.089412 -3.124009  0.397
H4 -2.941833 -0.770757 -0.789075  0.311
H5 -2.159121 1.945048 -1.227367  0.371
H6 -0.682688 1.297433 -0.586486  0.255
H7 -2.166766 1.361614 0.392383  0.259
H8 -0.384191 -0.530836 0.343067  0.307
O2 1.268693 -2.449676 0.474481  -0.598
H9 0.475930 -2.694177 -0.026055  0.300
H10 1.508503 -3.282087 0.886496  0.306
O3 0.420028 1.559071 1.559202  -0.608
H11 -0.199907 1.908891 2.202011  0.316
H12 0.739422 0.741084 1.958195  0.300
O4 2.224149 -2.012262 3.339586  -0.632
H13 3.023519 -2.365283 3.718862  0.309
H14 2.515271 -1.629972 2.503304  0.319
O5 2.105656 3.456290 -1.071699  -0.647
H15 1.655134 3.231499 -0.246461  0.322
H16 1.964797 2.642414 -1.564477  0.317

Cartesian forces (eV/Å) of the 2 atoms listed first:
-0.702 -1.236 0.056
2.190 1.694 0.245

Summary:
Orbital gap, eV: 10.63
Highest occupied orbital energy, eV: -10.21
LUMO energy, eV: 0.42
Structure (SMILES): CC(C)O.O.O.O.O

---

No. 6
Here is a 5-piece molecular cluster, C3H16O5 overall from the Open Molecules 2025 dataset. Energies are from the ωB97M-V functional and the def2-TZVPD basis.

Each line ends with the Mulliken charge.
CARTESIAN COORDINATES (ANGSTROEM)
C1 28.573209 -5.971260 -0.675053  -1.436
C2 29.226534 -5.208575 0.469623  0.634
C3 28.333928 -4.072146 0.964938  -1.235
O1 29.545796 -6.138097 1.497445  -0.453
H1 28.520535 -5.329431 -1.558676  0.387
H2 27.558321 -6.289143 -0.438830  0.353
H3 29.214115 -6.803345 -0.966734  0.352
H4 30.174961 -4.826756 0.073094  0.242
H5 28.170237 -3.347426 0.169377  0.377
H6 28.827970 -3.566396 1.800218  0.333
H7 27.393507 -4.450561 1.366416  0.304
H8 30.109720 -5.683087 2.135022  0.173
O2 31.549558 -5.129359 3.735534  -0.738
H9 32.123226 -4.782317 4.428392  0.301
H10 30.664375 -5.215043 4.156628  0.384
O3 28.960358 -5.607114 4.629956  -0.611
H11 28.246777 -6.203900 4.374057  0.296
H12 28.756251 -5.337847 5.534407  0.262
O4 32.996800 -2.708765 6.010083  -0.635
H13 33.731120 -2.909689 5.417406  0.323
H14 33.386724 -2.717005 6.891798  0.319
O5 32.282050 -7.641286 2.572416  -0.643
H15 31.422630 -8.038015 2.394860  0.305
H16 32.077998 -6.748387 2.924106  0.406

Cartesian forces (eV/Å) of the 2 atoms listed first:
0.326 0.258 -0.206
-0.174 -0.136 -0.524

Summary:
Orbital gap, eV: 10.27
Highest occupied orbital energy, eV: -9.98
LUMO energy, eV: 0.28
Structure (SMILES): CC(C)O.O.O.O.O